Record 1
The following is a quantum chemistry calculation of an isolated molecule of C22H11ClF3N5O4 at a distorted geometry, from the OMol25 dataset.

Geometry (Å):
N (3.728, -7.338, -6.484)
O (-5.796, 4.074, 5.396)
O (0.460, 3.733, 1.305)
F (-1.254, -1.456, -0.193)
F (-2.939, -0.119, -0.627)
F (-1.111, 0.105, -1.878)
Cl (-3.464, 4.995, 6.914)
N (3.707, -5.020, -5.619)
N (-1.850, 1.199, 1.375)
N (3.707, -6.203, -6.054)
O (-5.541, 1.884, 4.720)
O (1.567, -0.830, -1.435)
C (-5.106, 3.150, 4.974)
C (-0.113, 2.626, 1.306)
C (-1.066, 0.793, 0.382)
C (2.790, 0.764, -2.354)
C (3.090, -0.469, -3.056)
C (1.818, 0.530, -1.428)
C (2.280, -1.397, -2.473)
C (1.305, 1.520, -0.458)
C (0.132, 1.606, 0.332)
C (1.486, -5.122, -2.570)
C (-1.542, 4.405, 5.103)
C (2.189, -5.554, -3.714)
C (1.496, -3.760, -2.158)
C (2.939, -3.318, -4.053)
C (-0.988, 3.742, 3.996)
C (-3.108, 2.797, 3.484)
C (-2.881, 4.209, 5.454)
C (2.921, -4.642, -4.499)
C (2.260, -2.851, -2.896)
C (-3.700, 3.417, 4.611)
C (-1.773, 2.967, 3.137)
N (-1.258, 2.260, 1.997)
C (-1.572, -0.186, -0.614)
H (-4.764, 1.401, 4.415)
H (3.278, 1.705, -2.544)
H (3.778, -0.551, -3.890)
H (2.011, 2.323, -0.271)
H (0.874, -5.856, -2.036)
H (-0.902, 5.109, 5.674)
H (2.103, -6.601, -3.963)
H (0.974, -3.423, -1.272)
H (3.474, -2.671, -4.707)
H (0.071, 3.878, 3.834)
H (-3.713, 2.176, 2.838)

## Properties
relative energy (zero: lowest compared OMol25 entry of this formula, charge and spin): 7.5 kcal/mol
DFT total energy: -59303.81477 eV
HOMO: -8.6 eV
molecular weight: 501.81 g mol⁻¹
frontier orbital gap: 6.71 eV

natural (NBO) population analysis, charges in e, atoms 1 to 8:
1. N -0.04
2. O -0.54
3. O -0.58
4. F -0.32
5. F -0.31
6. F -0.31
7. Cl 0.04
8. N -0.31



Record 2
The following is a quantum chemistry calculation of a structure of composition C22H11N3O6PdS2, from the OMol25 dataset.

Geometry (Å):
Pd (-2.301, 0.514, 0.056)
S (-1.865, 3.216, 0.028)
C (-3.116, 4.218, 0.489)
C (-2.867, 5.620, 0.660)
N (-2.666, 6.744, 0.784)
C (-4.381, 3.658, 0.672)
S (-4.576, 2.019, 0.407)
C (-5.509, 4.449, 1.070)
N (-6.414, 5.076, 1.401)
O (-5.313, -2.314, 0.001)
C (-4.250, -1.739, -0.014)
O (-4.120, -0.442, 0.028)
C (-2.961, -2.526, -0.041)
C (-3.056, -3.911, -0.290)
C (-1.915, -4.641, -0.347)
C (-0.678, -4.008, -0.086)
C (0.541, -4.727, -0.086)
C (1.714, -4.107, 0.222)
C (1.709, -2.739, 0.573)
C (0.548, -2.022, 0.573)
C (-0.675, -2.627, 0.208)
N (-1.836, -1.884, 0.170)
H (-4.040, -4.328, -0.448)
H (-1.933, -5.701, -0.569)
H (0.518, -5.783, -0.327)
H (2.642, -4.662, 0.226)
H (2.633, -2.252, 0.856)
H (0.535, -1.003, 0.913)
O (-0.636, 0.952, -1.271)
C (0.172, 1.057, -0.291)
O (-0.309, 0.968, 0.876)
C (1.609, 1.289, -0.509)
C (2.090, 1.391, -1.807)
C (3.443, 1.628, -2.057)
C (4.256, 1.748, -0.958)
O (5.590, 2.020, -0.931)
C (5.985, 1.886, 0.438)
O (4.797, 1.855, 1.226)
C (3.775, 1.644, 0.340)
C (2.453, 1.421, 0.607)
H (1.398, 1.278, -2.629)
H (3.833, 1.715, -3.061)
H (6.584, 2.748, 0.722)
H (6.530, 0.946, 0.562)
H (2.066, 1.356, 1.614)

## Properties
relative energy (zero: lowest compared OMol25 entry of this formula, charge and spin): 10.7 kcal/mol
multiplicity: 5
DFT total energy: -64894.50663 eV
HOMO (alpha / beta): -8.9 / -8.9 eV
molecular weight: 583.90 g mol⁻¹
frontier orbital gap (alpha / beta): 7.79 / 5.52 eV

natural (NBO) population analysis, charges in e, atoms 1 to 8:
1. Pd 1.19
2. S 0.29
3. C -0.32
4. C 0.23
5. N -0.22
6. C -0.33
7. S 0.36
8. C 0.22



Record 3
The following is a quantum chemistry calculation of an isolated molecule of C22H13Cl2F2NO3 at a distorted geometry, from the OMol25 dataset.

Geometry (Å):
O (-0.544, 5.530, 3.693)
O (-0.271, -3.251, -2.501)
F (2.093, -1.028, 3.179)
F (-1.916, 1.572, 0.931)
Cl (1.480, -1.183, -4.591)
Cl (-3.348, -1.327, -1.980)
O (1.456, 5.012, 4.533)
C (0.410, 4.790, 3.722)
C (-0.383, -2.049, -2.320)
C (0.788, -4.164, 1.724)
C (1.521, -3.207, 2.588)
C (-0.032, -0.156, -0.663)
C (0.295, -3.692, 0.534)
C (0.011, -1.484, -1.037)
C (1.386, -1.847, 2.399)
C (-2.114, 0.528, -5.265)
C (-0.764, 0.125, -5.399)
C (-2.863, 0.107, -4.188)
C (1.616, 2.819, 2.683)
C (-0.736, 3.047, 2.341)
C (1.640, 1.620, 1.961)
C (-0.727, 1.919, 1.518)
C (-0.181, -0.687, -4.456)
C (-2.329, -0.804, -3.264)
C (0.449, 3.525, 2.934)
C (-0.980, -1.202, -3.375)
C (0.440, 1.155, 1.365)
N (0.521, -0.021, 0.591)
C (0.615, -2.302, 0.078)
C (0.444, -1.325, 1.283)
H (2.054, 4.257, 4.474)
H (0.621, -5.223, 1.980)
H (2.093, -3.568, 3.433)
H (-0.397, 0.670, -1.274)
H (-0.296, -4.313, -0.152)
H (-2.564, 1.161, -5.997)
H (-0.130, 0.457, -6.225)
H (-3.888, 0.452, -4.104)
H (2.553, 3.172, 3.069)
H (-1.682, 3.599, 2.509)
H (2.569, 1.128, 1.801)
H (1.666, -2.395, -0.220)
H (-0.578, -1.420, 1.686)

## Properties
relative energy (zero: lowest compared OMol25 entry of this formula, charge and spin): 0.0 kcal/mol
DFT total energy: -61135.59477 eV
HOMO: -8.4 eV
molecular weight: 448.25 g mol⁻¹
SMILES: O=C(O)c1ccc(N2C=C(C(=O)c3c(Cl)cccc3Cl)[C@@H]3C=CC=C(F)[C@H]32)c(F)c1
frontier orbital gap: 8.13 eV

natural (NBO) population analysis, charges in e, atoms 1 to 8:
1. O -0.55
2. O -0.54
3. F -0.32
4. F -0.32
5. Cl 0.03
6. Cl 0.04
7. O -0.65
8. C 0.77